C24H24F3N3O3Tc | the ωB97M-V functional and the def2-TZVPD basis

The value obtained for the LUMO energy (alpha / beta) is -6.175 / -8.074 eV. The charge is +2. Its energy above the lowest of the compared OMol25 structures with the same formula, charge and spin is 0.0000 eV. Its gap between HOMO and LUMO (alpha / beta) is 9.116 / 7.852 eV. As for the multiplicity: 4. The value obtained for the highest occupied orbital energy (alpha / beta) is -15.29 / -15.93 eV.

Each line ends with the natural charge from an NBO analysis.
Element x y z (Å)
Tc -0.515717 -0.200459 -0.878225  1.3344
O -1.207660 -3.439075 -3.105879  -0.4745
C -0.738782 -2.468219 -2.605370  0.7420
O -1.212273 -1.893954 -1.480374  -0.6538
C 0.417326 -1.703199 -3.189552  0.0979
C 1.121117 -2.148876 -4.286282  -0.1718
C 2.183232 -1.380152 -4.742997  -0.0992
C 2.499126 -0.198207 -4.086525  -0.2141
C 1.746281 0.187966 -2.993590  0.0708
N 0.717130 -0.551812 -2.561969  -0.4471
H 0.829158 -3.081502 -4.749479  0.2778
H 2.762928 -1.701286 -5.597942  0.2586
H 3.324654 0.419716 -4.409462  0.2589
H 1.964532 1.091383 -2.440022  0.2197
O -1.968118 0.837566 -2.195596  -0.7214
C -1.602263 2.177416 -2.578557  -0.0997
C -0.723519 2.755833 -1.503847  0.2083
C -0.573151 4.125186 -1.394795  -0.2179
C 0.301011 4.637159 -0.449613  -0.0835
C 1.004366 3.760531 0.363980  -0.2289
C 0.800930 2.406973 0.213391  0.0747
N -0.052965 1.902687 -0.701010  -0.4956
H -2.551041 0.433964 -2.852769  0.5398
H -2.500470 2.779885 -2.705348  0.2351
H -1.057373 2.145647 -3.526031  0.2218
H -1.137297 4.780317 -2.044940  0.2555
H 0.430276 5.706590 -0.349865  0.2593
H 1.699940 4.116716 1.110115  0.2618
H 1.325061 1.679321 0.817373  0.2380
F -4.508264 0.348039 4.868753  -0.2995
C -4.985352 -0.080670 3.700979  0.9653
F -5.965554 0.741926 3.313035  -0.2986
F -5.498278 -1.299876 3.867077  -0.2956
C -3.899021 -0.109399 2.640225  -0.0399
C -2.664198 0.475683 2.863392  -0.1595
C -1.725955 0.433710 1.853904  0.0590
N -1.976101 -0.143293 0.667274  -0.4613
C -3.172477 -0.723900 0.462048  0.0734
C -4.156979 -0.724677 1.425040  -0.1937
H -2.427711 0.945814 3.806802  0.2609
H -0.739533 0.853347 1.989281  0.2185
H -3.313471 -1.216702 -0.489393  0.2389
H -5.103730 -1.209354 1.230375  0.2695
C 2.922624 -3.149445 1.863032  -0.5871
C 2.724230 -1.636140 2.050061  -0.2058
C 4.039002 -0.887069 1.781386  -0.5846
C 2.219652 -1.335404 3.472324  -0.5850
C 1.710966 -1.175773 1.100766  0.3461
C 0.848550 -0.791269 0.312576  -0.3860
H 3.688619 -3.491567 2.559143  0.2355
H 3.252910 -3.382430 0.851070  0.2203
H 2.003351 -3.697208 2.067257  0.2248
H 4.791106 -1.230828 2.491315  0.2390
H 3.918999 0.189474 1.910946  0.2091
H 4.407700 -1.083014 0.774549  0.2198
H 2.968781 -1.669800 4.190189  0.2397
H 1.288869 -1.862737 3.680745  0.2218
H 2.064823 -0.265553 3.621029  0.2082

Atoms 1-2, force components in eV/Å:
-0.01 0.04 -0.01
0.09 -0.04 0.00


C16H20F5N3OPtTe | the ωB97M-V functional and the def2-TZVPD basis

The value obtained for the LUMO energy is -10.944 eV. The charge is +2. Its gap between HOMO and LUMO is 5.142 eV. The value obtained for the highest occupied orbital energy is -16.09 eV.

Each line ends with the natural charge from an NBO analysis.
Element x y z (Å)
Pt -0.647324 0.261078 -0.642732  1.0901
C -1.955939 -2.304836 -0.567157  -0.4361
N -1.669124 -1.356800 0.507000  -0.4496
C -2.837029 -0.631739 1.002006  -0.4355
C -0.829230 -1.886140 1.541781  0.2516
C -1.330228 -2.899654 2.338973  -0.2369
C -0.573995 -3.460431 3.357843  -0.0012
C 0.712621 -2.983992 3.570773  -0.1967
C 1.227893 -1.975547 2.787115  -0.1162
C 0.499219 -1.369199 1.735381  0.1428
N 0.905670 -0.366590 0.896856  -0.2837
C 2.085987 0.322742 0.824576  0.1390
C 3.237245 0.168001 1.634160  -0.1154
C 4.376517 0.923878 1.468157  -0.1998
C 4.446272 1.892834 0.476310  0.0099
C 3.344525 2.084300 -0.344601  -0.2482
C 2.191765 1.334646 -0.192453  0.2539
N 1.092760 1.590213 -1.077476  -0.4490
C 1.354825 1.231895 -2.469600  -0.4355
C 0.478042 2.903155 -0.896074  -0.4360
H -2.589894 -3.128023 -0.215242  0.2171
H -1.027577 -2.742795 -0.947170  0.2289
H -2.497546 -1.808973 -1.378114  0.2651
H -3.549836 -1.307418 1.490612  0.2172
H -3.366666 -0.152694 0.173266  0.2642
H -2.535670 0.119181 1.739084  0.2291
H -2.331481 -3.268906 2.171677  0.2621
H -0.978154 -4.251537 3.972174  0.2665
H 1.317946 -3.406396 4.358060  0.2667
H 2.228058 -1.670478 3.021256  0.2266
H 3.271031 -0.555687 2.423688  0.2266
H 5.222325 0.758886 2.117811  0.2668
H 5.339562 2.485877 0.346193  0.2652
H 3.396751 2.837644 -1.116885  0.2633
H 2.109088 1.890698 -2.917058  0.2172
H 0.444218 1.335891 -3.066919  0.2642
H 1.731829 0.206306 -2.535094  0.2292
H 1.156558 3.708250 -1.203965  0.2171
H 0.229892 3.065602 0.157453  0.2289
H -0.421683 2.990679 -1.512152  0.2651
F -4.450352 -0.086325 -2.720055  -0.5992
Te -3.316075 1.342514 -3.283211  3.4430
F -4.138672 2.483634 -2.008959  -0.5874
F -4.584425 1.855755 -4.539467  -0.5490
F -2.514334 0.209691 -4.578114  -0.5875
F -2.180081 2.770338 -3.845264  -0.5992
O -2.075283 0.840470 -2.054441  -1.2556

Atoms 1-2, force components in eV/Å:
2.82 -1.13 2.81
-0.63 -1.43 -0.51


C2H8N2PS | the ωB97M-V functional and the def2-TZVPD basis

The value obtained for the LUMO energy (alpha / beta) is -4.034 / -8.441 eV. The charge is +1. Its energy above the lowest of the compared OMol25 structures with the same formula, charge and spin is 0.8574 eV. Its gap between HOMO and LUMO (alpha / beta) is 5.883 / 5.791 eV. As for the multiplicity: 3. The value obtained for the highest occupied orbital energy (alpha / beta) is -9.92 / -14.23 eV.

Each line ends with the natural charge from an NBO analysis.
Element x y z (Å)
C -1.383794 0.200321 -0.089433  -0.0882
C 1.446385 -0.405296 -0.053466  -0.8934
N -1.526976 -1.128870 -0.028954  -0.7860
N -2.473704 0.987129 -0.167040  -0.6931
P 3.284518 0.029098 0.033687  0.4307
S 0.110452 1.001728 -0.205881  0.8535
H 1.448747 -0.919424 0.968354  0.2902
H 1.417598 -1.200852 -0.904177  0.2885
H -2.324396 -1.562260 0.459671  0.4111
H -0.782226 -1.725416 -0.274835  0.4018
H -3.422720 0.695927 0.081820  0.4261
H -2.253780 1.926370 0.009708  0.3924
H 3.173309 1.044194 1.014486  -0.0102
H 3.286593 1.057349 -0.843936  -0.0233

Atoms 1-2, force components in eV/Å:
0.18 -1.16 0.21
0.58 -0.86 0.09


C3H6N2O | the ωB97M-V functional and the def2-TZVPD basis

The value obtained for the LUMO energy is 0.961 eV. The charge is 0. Its energy above the lowest of the compared OMol25 structures with the same formula, charge and spin is 1.5528 eV. Its gap between HOMO and LUMO is 10.640 eV. The structure (SMILES) is C/N=C/NC=O. The value obtained for the highest occupied orbital energy is -9.68 eV.

Each line ends with the natural charge from an NBO analysis.
Element x y z (Å)
C 1.505797 -0.410722 -1.823875  -0.4306
N 0.353673 0.224552 -1.213062  -0.4323
C -0.041876 -0.204780 -0.092887  0.2671
N -1.143306 0.330316 0.603068  -0.6423
C -1.644309 -0.035438 1.809166  0.5242
O -2.606094 0.615815 2.174982  -0.6029
H 2.293497 0.335614 -1.977962  0.2069
H 1.933384 -1.246666 -1.244248  0.1674
H 1.232756 -0.788057 -2.815717  0.2070
H 0.453039 -1.045841 0.438366  0.1509
H -1.853956 1.089042 0.481166  0.4461
H -1.206415 -0.855374 2.392590  0.1383

Atoms 1-2, force components in eV/Å:
0.13 -0.06 -0.06
-0.31 -0.09 0.54


Question: What is the formula in the second record?
Answer: C16H20F5N3OPtTe


Question: Among the records above, which one has the lowest charge?
Answer: C3H6N2O